Record 1
Density functional theory data (wB97M-V/def2-TZVPD) for 8 unconnected molecules or ions with the total composition C36H108N15O8P5S3 at a distorted geometry.

Results
- M: 1130.428 g mol⁻¹
- Orbital gap: 0.3043 Ha
- Energy: -156767.9562 eV
- ΔE to the lowest compared entry with this formula, charge and spin: 0.0 kcal per mole

Structure (ORCA input):
```
! wB97M-V def2-TZVPD RIJCOSX def2/J DEFGRID3
* xyz 0 1
O 12.655 19.301 23.314
P 13.229 19.506 21.981
N 14.248 20.964 21.963
C 14.630 21.600 20.654
C 14.134 21.880 23.078
N 12.083 19.755 20.845
C 12.179 19.525 19.401
C 10.820 20.280 21.229
N 14.141 18.301 21.261
C 15.573 18.062 21.592
C 13.327 16.985 21.170
H 13.949 22.239 20.102
H 14.787 20.792 19.974
H 15.484 22.221 20.745
H 15.079 22.438 23.138
H 13.921 21.341 23.996
H 13.281 22.552 22.921
H 11.279 18.967 19.039
H 12.241 20.390 18.729
H 13.096 18.932 19.281
H 10.410 20.745 20.341
H 10.127 19.490 21.583
H 10.839 21.002 22.033
H 15.798 18.227 22.675
H 15.792 17.046 21.287
H 16.206 18.762 21.006
H 13.529 16.232 21.905
H 13.415 16.546 20.206
H 12.267 17.230 21.379
O 22.111 11.314 17.162
P 22.601 12.705 17.306
N 21.517 14.051 17.095
C 20.835 14.281 15.819
C 20.770 14.562 18.222
N 23.772 13.082 16.158
C 24.909 12.224 16.141
C 24.019 14.424 15.693
N 23.204 12.899 18.862
C 23.891 14.105 19.266
C 22.870 11.926 19.903
H 20.717 15.348 15.761
H 19.839 13.741 15.721
H 21.471 14.023 14.972
H 21.288 14.350 19.148
H 19.771 14.136 18.370
H 20.555 15.643 18.177
H 24.707 11.182 16.389
H 25.220 12.245 15.108
H 25.713 12.608 16.788
H 24.090 14.412 14.582
H 23.213 15.081 15.993
H 25.050 14.733 16.058
H 24.310 14.727 18.471
H 23.198 14.834 19.759
H 24.623 13.884 20.007
H 22.577 10.999 19.418
H 22.023 12.314 20.489
H 23.673 11.789 20.666
O 15.211 10.041 17.523
P 16.156 10.291 18.660
N 15.977 11.852 19.340
C 17.071 12.648 19.840
C 14.556 12.324 19.481
N 17.750 10.142 18.349
C 18.680 9.119 18.903
C 18.367 10.715 17.181
N 15.864 9.389 19.978
C 15.032 8.225 19.960
C 16.379 9.830 21.260
H 17.262 12.525 20.945
H 16.913 13.691 19.593
H 18.005 12.359 19.366
H 14.172 12.730 18.523
H 14.423 13.035 20.289
H 13.963 11.445 19.783
H 19.379 9.608 19.630
H 18.119 8.309 19.422
H 19.291 8.645 18.178
H 19.258 11.265 17.462
H 18.730 9.914 16.481
H 17.710 11.395 16.572
H 14.478 8.150 18.995
H 15.644 7.306 20.052
H 14.257 8.159 20.804
H 15.912 9.322 22.127
H 16.178 10.891 21.431
H 17.446 9.700 21.422
O 18.277 17.946 11.001
P 17.222 16.971 11.496
N 18.020 15.553 11.955
C 17.211 14.354 12.140
C 19.261 15.237 11.246
N 15.970 16.708 10.372
C 14.810 15.795 10.621
C 16.141 17.190 9.007
N 16.563 17.377 12.927
C 15.568 18.496 12.960
C 17.550 17.448 14.099
H 16.568 14.378 13.035
H 17.919 13.535 12.337
H 16.638 14.027 11.241
H 19.610 14.273 11.627
H 19.883 16.119 11.477
H 19.189 15.046 10.123
H 14.754 15.545 11.631
H 13.901 16.417 10.509
H 14.873 14.986 9.955
H 17.016 17.804 8.928
H 16.276 16.306 8.308
H 15.301 17.812 8.747
H 16.072 19.425 12.876
H 14.905 18.247 12.160
H 15.199 18.483 13.981
H 18.122 16.529 14.125
H 16.926 17.416 14.984
H 18.126 18.365 13.955
O 13.164 14.751 16.922
P 12.098 14.162 16.021
N 12.171 12.528 15.553
C 13.313 12.138 14.653
C 11.903 11.505 16.559
N 12.063 15.057 14.600
C 13.064 16.056 14.439
C 11.388 14.560 13.393
N 10.556 14.131 16.704
C 10.333 15.108 17.756
C 9.334 13.516 16.170
H 13.588 13.013 14.068
H 12.978 11.314 13.980
H 14.198 11.757 15.229
H 12.697 11.415 17.277
H 11.887 10.545 15.960
H 10.968 11.551 17.092
H 12.654 16.867 13.780
H 13.360 16.435 15.400
H 14.039 15.596 14.012
H 10.605 13.835 13.574
H 10.939 15.419 12.827
H 12.076 14.122 12.663
H 9.823 14.560 18.605
H 11.279 15.423 18.120
H 9.720 15.935 17.461
H 9.500 12.732 15.389
H 8.615 14.234 15.808
H 8.830 12.995 17.008
C 17.060 20.487 15.829
S 15.268 20.344 16.179
O 14.867 20.875 17.492
C 14.739 21.606 15.052
H 17.626 19.790 16.478
H 17.245 21.544 16.004
H 17.276 20.124 14.811
H 14.903 21.420 13.962
H 15.321 22.453 15.321
H 13.654 21.744 15.153
C 20.085 17.740 20.591
S 20.727 16.771 21.908
O 21.762 15.922 21.305
C 19.203 15.815 22.178
H 19.565 17.075 19.883
H 20.904 18.284 20.120
H 19.338 18.374 21.032
H 18.386 16.477 22.433
H 19.426 15.263 23.072
H 19.122 15.119 21.296
C 16.277 15.053 17.038
S 16.371 16.169 18.441
O 17.654 16.866 18.137
C 14.949 17.211 17.888
H 16.703 15.676 16.217
H 15.318 14.514 16.847
H 17.086 14.354 17.291
H 14.061 16.584 17.964
H 15.053 17.469 16.862
H 14.976 18.105 18.541
*
```

Löwdin atomic charge list, values in e, 8 entries: number 1, O, carries -0.277; number 2, P, carries 0.517; number 3, N, carries -0.279; number 4, C, carries -0.104; number 5, C, carries -0.147; number 6, N, carries -0.317; number 7, C, carries -0.102; number 8, C, carries -0.126

Record 2
Density functional theory data (wB97M-V/def2-TZVPD) for a molecular structure, C36H18N11OPd.

Results
- M: 727.036 g mol⁻¹
- Orbital gap (spin up / spin down): 0.1806 / 0.1951 Ha
- Energy: -59536.5881 eV

Structure (ORCA input):
```
! wB97M-V def2-TZVPD RIJCOSX def2/J DEFGRID3
* xyz 1 5
Pd -0.012 -0.260 -0.462
C 0.741 6.247 -0.547
C -0.655 6.259 -0.386
C -1.383 5.086 -0.330
C -0.678 3.889 -0.435
C -1.108 2.519 -0.412
N -2.391 2.135 -0.250
C -2.760 0.894 -0.215
C -4.157 0.471 -0.037
C -5.314 1.210 0.093
C -6.500 0.501 0.270
C -6.509 -0.891 0.314
C -5.334 -1.627 0.182
C -4.166 -0.915 0.007
C -2.775 -1.367 -0.151
N -2.421 -2.608 -0.147
C -1.144 -3.014 -0.309
N -0.037 -2.242 -0.499
C 1.067 -3.039 -0.613
N 2.350 -2.653 -0.799
C 2.713 -1.421 -0.897
N 1.936 -0.277 -0.842
C 2.731 0.843 -0.907
N 2.392 2.090 -0.817
C 1.112 2.501 -0.671
N -0.008 1.723 -0.560
C 0.715 3.877 -0.596
C 1.444 5.063 -0.656
C 4.124 0.394 -1.075
C 5.296 1.110 -1.217
C 6.472 0.378 -1.361
C 6.460 -1.015 -1.360
C 5.272 -1.728 -1.215
C 4.113 -0.994 -1.074
C 0.649 -4.407 -0.509
C 1.357 -5.605 -0.571
C 0.635 -6.776 -0.434
C -0.756 -6.761 -0.242
C -1.463 -5.574 -0.183
C -0.739 -4.393 -0.317
N -1.986 -0.241 -0.305
H 1.272 7.188 -0.587
H -1.166 7.208 -0.308
H -2.458 5.089 -0.210
H -5.296 2.290 0.059
H -7.432 1.039 0.377
H -7.448 -1.409 0.455
H -5.331 -2.707 0.217
H 2.517 5.050 -0.786
H 5.293 2.191 -1.222
H 7.413 0.899 -1.478
H 7.392 -1.551 -1.478
H 5.253 -2.809 -1.214
H 2.427 -5.612 -0.720
H 1.149 -7.726 -0.476
H -1.282 -7.700 -0.141
H -2.533 -5.557 -0.037
N 1.731 1.470 2.429
C 0.559 0.851 2.347
O 0.371 -0.213 1.742
C -0.599 1.509 3.011
C -0.476 2.781 3.591
N -0.365 3.845 4.027
C -1.826 0.833 3.016
N -2.835 0.271 3.006
H 1.859 2.326 2.947
H 2.527 1.055 1.968
*
```

Löwdin atomic charge list, values in e, 8 entries: number 1, Pd, carries 1.328; number 2, C, carries -0.053; number 3, C, carries -0.051; number 4, C, carries 0.007; number 5, C, carries -0.116; number 6, C, carries -0.248; number 7, N, carries 0.210; number 8, C, carries -0.275

Q: Which of these has the lowest M?
A: C36H18N11OPd

Q: Look up the M of the second one.
A: 727.036 g mol⁻¹

Q: Which value of energy does entry 2 give?
A: -59536.5881 eV